14
Properties=species:S:1:pos:R:3 method="wB97M-V/def2-TZVPD" homo_ev=-9.7409 total_energy_ha=-8437.449631 homo_lumo_gap_ev=9.7
F -1.89 0.38 0.18
H -1.65 -2.17 1.06
H 1.28 -1.44 0.93
H 0.77 -1.42 2.65
Br -0.12 0.26 -2.56
C 0.42 1.97 -2.16
C 0.51 -1.88 1.64
C -0.95 -0.22 0.92
H 0.65 -2.89 1.73
Br -1.04 3.22 -1.89
Cl 0.31 0.99 1.17
Br 1.64 2.65 -3.65
H 0.87 2.02 -1.21
C -0.80 -1.48 1.21

***

15
Properties=species:S:1:pos:R:3 method="wB97M-V/def2-TZVPD" smiles="[H]/N=C/O.C=CC" homo_ev=-9.6669 total_energy_ha=-287.769064 homo_lumo_gap_ev=10.7 relative_energy_ev=1.725
O 1.46 0.70 -1.25
C 2.01 0.92 -0.06
C -0.35 -1.59 -0.22
H -1.85 -0.83 -1.46
H 0.69 0.11 -1.12
N 1.57 0.43 1.02
H 0.22 -1.51 0.70
H -2.61 0.14 0.99
C -1.75 0.42 0.37
H -0.94 0.73 1.03
H 2.87 1.59 -0.15
H -2.06 1.28 -0.24
H -0.07 -2.38 -0.91
H 2.12 0.73 1.81
C -1.32 -0.72 -0.51

***

113
Properties=species:S:1:pos:R:3 method="wB97M-V/def2-TZVPD" smiles=C1CCOC1.C1CCOC1.C1CCOC1.C1CCOC1.C1CCOC1.C1CCOC1.ClCCl.ClCCl.ClCCl.OCCO.OCCO homo_ev=-9.3573 total_energy_ha=-4734.108664 homo_lumo_gap_ev=9.5 relative_energy_ev=1.745
C 20.97 24.21 -15.19
Cl 21.41 23.66 -11.68
H 21.74 18.21 -14.61
H 23.56 22.03 -12.29
C 25.35 18.48 -9.99
H 28.18 23.62 -8.98
Cl 17.53 19.87 -14.12
O 26.30 22.36 -11.22
H 22.07 22.50 -6.98
H 23.44 24.99 -12.66
H 22.23 21.46 -15.85
H 27.60 21.13 -15.17
H 22.91 26.64 -13.07
H 26.17 26.40 -11.06
C 24.07 26.53 -11.32
H 21.93 22.76 -17.68
H 20.79 21.13 -10.40
H 27.48 22.19 -12.81
C 23.72 26.04 -12.66
Cl 20.17 20.28 -13.10
H 29.32 22.16 -10.46
C 26.29 17.34 -10.27
H 25.65 18.96 -15.32
O 22.14 22.10 -18.35
H 20.66 15.70 -13.55
C 23.08 21.21 -17.77
C 26.48 22.69 -9.89
H 21.35 19.67 -9.66
H 24.49 16.97 -13.62
C 20.78 21.20 -8.17
H 19.71 26.24 -16.66
H 25.85 19.42 -10.23
H 26.57 20.01 -17.18
C 20.49 24.44 -10.34
H 19.79 23.72 -9.93
H 27.33 17.48 -9.97
H 24.01 25.75 -10.55
H 23.23 20.33 -18.40
O 23.09 21.10 -8.04
H 24.13 18.69 -8.13
H 20.22 22.13 -8.22
H 20.11 20.41 -7.81
C 19.19 20.14 -14.58
H 21.24 24.61 -9.56
H 26.76 17.86 -13.70
H 25.58 23.21 -9.57
H 25.87 18.91 -7.88
H 21.85 23.92 -14.62
H 21.17 17.01 -15.59
H 27.94 18.93 -17.26
O 23.03 16.55 -15.02
C 21.31 16.55 -13.36
Cl 24.98 22.00 -14.31
H 23.58 20.41 -9.84
H 24.06 21.63 -17.53
H 20.19 23.70 -14.62
H 21.51 26.19 -15.53
C 22.84 21.10 -9.42
C 23.56 21.45 -13.21
H 19.48 19.28 -15.18
H 26.57 21.75 -9.33
C 28.07 20.21 -15.51
H 23.17 22.08 -9.76
O 25.68 27.29 -12.81
H 22.86 17.15 -12.09
H 26.05 16.78 -7.38
C 20.68 25.70 -15.03
Cl 23.78 19.71 -12.88
H 21.94 20.95 -6.30
H 22.66 15.34 -12.21
H 27.44 24.52 -10.40
H 23.20 20.01 -16.02
H 27.75 21.00 -11.42
H 26.07 17.64 -16.36
C 23.74 16.20 -13.82
H 22.59 21.62 -13.66
C 21.97 21.45 -7.27
C 22.67 16.30 -12.73
H 25.57 25.40 -13.65
H 23.33 27.21 -10.90
H 29.14 23.57 -11.61
C 25.12 18.39 -8.47
C 21.79 17.13 -14.70
C 25.45 27.13 -11.42
H 28.08 17.23 -14.81
C 27.26 19.43 -16.57
O 19.48 26.07 -15.74
H 20.81 17.26 -12.70
O 21.14 23.86 -16.56
H 19.28 21.03 -15.20
C 24.94 26.28 -13.53
C 25.32 16.94 -8.18
C 28.64 22.85 -10.96
O 21.34 19.90 -16.76
C 27.70 23.56 -9.96
O 25.82 16.30 -9.38
H 29.03 20.44 -15.98
H 24.45 18.46 -10.62
H 25.56 28.00 -10.78
H 24.79 26.59 -14.56
C 27.58 22.03 -11.74
H 26.27 17.06 -11.32
C 22.45 20.63 -16.52
H 20.61 25.95 -13.97
C 26.49 18.41 -15.72
C 21.35 20.75 -9.54
C 27.42 18.06 -14.54
Cl 19.72 25.95 -10.85
O 28.12 19.35 -14.38
H 20.93 20.25 -17.55
H 24.17 15.20 -13.79
H 20.27 23.86 -16.97
H 24.43 16.37 -7.94

***

17
Properties=species:S:1:pos:R:3 method="wB97M-V/def2-TZVPD" homo_ev="-7.0891 / -7.0897" total_energy_ha=-272.442736 homo_lumo_gap_ev="7.7 / 7.7" relative_energy_ev=7.490
H -1.68 1.27 -0.73
C -1.34 -0.92 -0.02
H -1.00 -1.75 0.60
H 2.78 1.15 -0.36
C 1.17 -0.60 -0.44
C 1.44 -0.14 0.95
H 1.68 -1.50 -0.78
C 1.86 0.65 -0.09
C -0.23 -0.34 -0.95
H -0.33 -0.53 -2.03
H -2.08 0.88 1.33
H -2.28 -1.22 -0.52
C -0.59 1.07 -0.44
C -1.37 0.44 0.65
H 2.02 -0.57 1.74
H 0.05 0.08 1.62
H -0.10 2.03 -0.53

***

28
Properties=species:S:1:pos:R:3 method="wB97M-V/def2-TZVPD" homo_ev=-6.0608 total_energy_ha=-2680.543190 homo_lumo_gap_ev=7.6 total_charge=-1
S 0.77 -0.66 -2.02
O -1.04 1.74 -3.85
C 0.21 0.80 -0.99
H -4.10 -0.34 -0.94
F -0.69 -1.09 1.27
C -3.28 -0.39 -1.71
O 2.26 -0.76 -2.04
H -0.83 0.53 -0.66
H 1.86 1.95 -0.13
O -1.71 -0.14 -5.15
C 0.87 0.33 2.75
F 0.31 0.84 3.94
F 2.25 0.31 2.98
C 0.57 1.36 1.60
F 1.21 2.57 2.03
F -0.98 -1.12 3.60
F -0.25 -2.98 2.48
C -2.46 -0.29 -2.62
O 0.25 -1.90 -1.39
N 0.28 -0.54 -3.63
H 0.18 1.69 -1.69
F 1.55 -1.87 1.61
H 2.01 0.20 0.26
S 0.28 -1.42 2.53
F -0.78 1.74 1.49
C 1.25 1.05 0.19
F 1.19 -1.86 3.87
S -1.18 0.25 -3.81

***

14
Properties=species:S:1:pos:R:3 method="wB97M-V/def2-TZVPD" homo_ev=-9.1429 total_energy_ha=-270.351913 homo_lumo_gap_ev=9.9 relative_energy_ev=5.605
O 1.60 0.29 1.24
H 2.67 -0.68 -0.26
H -1.54 -0.86 -1.53
C -0.92 -0.14 -0.99
H 1.62 1.12 0.76
H -2.28 1.47 -0.70
C 0.65 -0.65 -0.79
H 1.68 -1.68 0.83
H -0.35 -1.20 -0.31
H -0.96 1.42 0.48
C 1.72 -0.74 0.28
C -1.66 0.81 -0.08
H -2.31 0.28 0.62
C 0.34 0.32 -1.65

***

24
Properties=species:S:1:pos:R:3 method="wB97M-V/def2-TZVPD" homo_ev="-14.7790 / -17.0528" total_energy_ha=-1563.846060 homo_lumo_gap_ev="6.0 / 4.3" spin_multiplicity=5 total_charge=+2 relative_energy_ev=0.329 s_squared=6.036
H 1.42 -1.07 -3.66
H 0.29 3.56 1.65
H -0.95 1.70 -2.92
C -0.15 -2.54 1.04
H -0.25 -1.08 -4.41
C 0.53 -0.49 -3.90
Cl -0.24 -4.12 0.44
N -0.03 0.86 -0.31
C 0.12 2.15 0.05
C -0.13 -2.26 2.40
C -0.04 -0.95 2.89
O -0.18 -1.65 -1.18
C 0.04 0.17 2.01
C 0.13 1.53 2.38
H 0.76 0.42 -4.48
C -0.01 -0.12 0.61
Cl -0.03 -0.68 4.58
H -0.19 -3.08 3.11
H -1.20 1.69 -2.15
H 0.14 2.88 -0.76
C -0.10 -1.46 0.08
H 0.17 1.78 3.43
C 0.19 2.50 1.40
Pd -0.28 0.26 -2.30

***

18
Properties=species:S:1:pos:R:3 method="wB97M-V/def2-TZVPD" homo_ev=-8.6949 total_energy_ha=-418.171449 homo_lumo_gap_ev=5.2 relative_energy_ev=7.878
H -0.33 0.96 1.45
O -1.94 0.49 -0.33
C 1.41 1.24 0.20
H -1.86 -1.53 1.10
O 2.18 0.54 -0.57
N -0.27 0.40 -1.85
N -0.88 -1.60 1.31
H -0.52 -2.53 1.44
C 0.52 0.37 1.10
H 0.56 1.78 -0.38
H 0.68 -1.42 -0.11
H 1.09 0.03 1.97
H -0.80 0.82 -2.59
H 0.70 0.67 -1.83
C -1.03 -0.25 -0.80
C -0.07 -0.81 0.40
H 1.90 2.05 0.77
H -1.35 -1.21 -1.28

***

52
Properties=species:S:1:pos:R:3 method="wB97M-V/def2-TZVPD" homo_ev="-19.8040 / -19.8007" total_energy_ha=-2063.923194 homo_lumo_gap_ev="4.1 / 4.1" total_charge=+4
H -1.01 4.19 -2.19
H 2.03 -0.53 -1.44
C -0.15 -1.58 3.45
H 2.87 1.67 -1.15
H -5.36 1.02 1.46
H 3.04 -1.14 1.25
C 4.17 -1.89 -0.44
H 3.46 1.20 0.45
H 4.43 0.13 -2.27
N -0.16 0.68 2.46
H 6.02 -1.09 -0.99
H 2.17 -2.25 0.18
H -1.53 2.98 4.59
C -1.15 2.09 4.11
C -2.79 0.22 0.95
H -6.06 -0.39 0.61
H -0.01 2.72 -2.09
H -1.10 -2.11 3.62
H 0.50 -1.86 4.29
H -5.00 -0.96 -1.24
N -0.22 2.66 0.53
C -2.92 -0.84 -1.68
H -1.24 4.83 2.97
C -0.40 -0.14 3.42
O -2.72 0.65 2.11
C 3.28 0.85 -0.57
N 5.16 -0.77 -0.51
C 4.58 0.42 -1.23
C -0.94 4.35 2.04
H 5.46 -0.50 0.43
O -0.52 -0.43 -1.60
N -1.71 0.07 0.14
H 4.00 -2.24 -1.46
H -5.11 -0.59 2.10
Pd 0.26 0.31 0.18
N 2.27 -0.25 -0.49
H 4.60 -2.71 0.13
C -1.72 -0.43 -1.11
C 2.87 -1.42 0.20
S -1.18 0.66 4.86
S -0.87 5.18 0.65
C -5.21 -0.02 1.19
N -3.98 -0.16 0.37
C -0.56 2.96 1.84
H 0.71 4.35 -1.95
H 5.31 1.23 -1.21
C -0.58 1.97 2.76
C -4.02 -0.67 -0.89
C -0.15 3.72 -1.70
C -0.35 3.68 -0.24
H -2.98 -1.26 -2.67
H 0.29 -1.91 2.51

***

98
Properties=species:S:1:pos:R:3 method="wB97M-V/def2-TZVPD" homo_ev=-10.1394 total_energy_ha=-6845.015888 homo_lumo_gap_ev=6.9 total_charge=+1
H 2.44 0.17 -3.27
C -3.17 -2.91 -0.85
C 0.64 4.40 -1.52
H 0.44 2.30 1.13
H 1.36 -5.13 3.82
C -1.71 -0.19 -2.49
C 0.47 2.63 0.10
C 3.75 2.69 -0.66
C -0.88 -6.21 2.26
C 0.56 3.98 -0.20
C 3.55 1.75 1.54
C -2.95 1.36 5.09
H -2.46 -2.31 -5.02
O -0.23 -1.26 3.68
C -3.11 -1.88 0.09
H 1.96 -1.74 -0.16
O 0.90 0.68 2.84
C -2.01 -1.81 1.08
C 3.58 3.02 2.09
C 0.55 2.12 -2.26
C -3.61 4.01 1.14
C -5.20 -1.03 -0.76
Cl -2.88 3.17 -1.31
C -1.94 -1.90 -4.16
C -3.76 3.91 2.49
H -3.93 3.25 5.18
H -4.12 -0.16 0.87
C 4.30 0.13 -2.16
H 3.82 2.57 -1.73
C 3.72 4.13 1.27
Re -0.82 -0.46 1.63
H -4.24 -3.77 -2.49
H 3.51 0.89 2.20
H 3.93 4.82 -0.75
H -4.00 4.87 0.61
P 3.71 -0.16 -0.44
H 0.18 -4.84 -0.25
H 0.69 -2.55 -2.16
C 3.52 0.25 -3.31
H 6.30 0.16 -1.39
C 0.60 -4.14 0.48
P 0.33 -0.08 -0.57
H 3.50 0.58 -5.42
C 3.82 3.96 -0.11
H -1.62 -6.40 1.49
H -3.06 1.13 6.14
C -2.61 1.80 2.42
H 0.43 -3.12 0.17
S -2.21 -3.35 2.11
H 0.72 3.80 -3.58
C -3.43 2.52 4.56
C 5.49 0.63 -4.64
C -4.21 -2.98 -1.75
As -0.30 -4.39 2.15
C -4.14 -0.94 0.13
H 7.35 0.62 -3.57
C -2.97 2.99 0.40
H -2.38 -3.66 -0.87
C -3.28 2.77 3.18
C 0.88 -4.17 3.65
H -6.01 -0.30 -0.71
H 0.71 5.46 -1.74
H 3.77 5.12 1.70
H -1.87 -0.47 4.68
O 2.24 -1.11 3.94
Cl -4.57 5.16 3.36
C 4.12 0.49 -4.54
H -0.02 -6.87 2.13
H -1.33 -6.38 3.24
N -2.09 0.66 2.98
S 1.10 -0.74 3.18
H -3.26 -0.22 -3.96
H 0.30 -3.88 4.51
C -0.16 -2.02 -2.55
H -2.06 0.73 -2.04
C -0.58 -0.82 -1.97
O -1.92 0.82 0.44
H -0.49 -3.47 -4.08
C 3.61 1.57 0.16
H 2.03 -1.15 -1.81
C 0.45 1.69 -0.94
C 6.27 0.52 -3.50
C 5.68 0.26 -2.27
H 0.53 1.40 -3.07
C -2.28 0.44 4.27
C -2.45 1.88 1.03
C -2.39 -0.72 -3.57
C -5.23 -2.04 -1.71
H 1.67 -4.33 0.62
C 1.98 -0.84 -0.77
H 1.63 -3.41 3.44
H -6.06 -2.11 -2.40
O 1.03 -1.43 1.78
C -0.84 -2.55 -3.64
H 0.57 4.70 0.61
H 5.95 0.82 -5.60
C 0.65 3.47 -2.55
H 3.52 3.14 3.17

***

75
Properties=species:S:1:pos:R:3 method="wB97M-V/def2-TZVPD" homo_ev="-10.2217 / -10.0829" total_energy_ha=-11510.022921 homo_lumo_gap_ev="7.1 / 5.7" spin_multiplicity=5 total_charge=+1 s_squared=6.029
H -2.29 -0.12 -0.50
C 1.10 -2.82 -0.30
P 0.69 -0.08 -0.68
H 2.06 2.95 -2.35
H -6.00 -0.01 1.78
H 2.68 0.65 -2.54
C -3.54 -1.64 1.92
H 0.86 -2.43 0.74
C -1.50 0.34 -2.45
Os -0.98 -0.30 2.75
C -0.50 2.40 -1.38
Se -0.05 1.65 3.84
H -5.26 -2.85 1.66
H -3.25 2.36 -2.09
H 4.13 0.98 -1.68
C 2.96 2.65 -1.80
H -3.70 1.94 -0.35
C 3.32 3.41 -0.53
C 2.57 -3.16 -0.47
C 2.57 2.97 0.69
H -1.47 2.28 0.57
H 3.31 -2.40 -0.22
H 3.04 3.38 1.60
H 4.39 3.26 -0.45
N -4.28 -2.77 1.76
C -3.93 -0.25 2.06
H 3.03 -1.54 -2.44
H -0.42 -1.83 -1.26
C 1.12 -2.07 -2.77
C 0.61 -1.76 -1.32
H -5.59 2.47 2.42
H 1.00 -1.20 -3.48
H 1.64 3.47 0.51
C -2.90 1.90 -1.08
H -1.82 0.91 -3.31
C -0.21 0.96 -1.93
Se 4.15 0.51 4.80
H 0.50 -3.73 -0.37
H -1.27 -0.67 -2.84
C 2.58 -2.44 -2.81
H 3.31 4.43 -0.86
H -3.02 2.62 3.21
N -5.07 0.40 2.00
C -4.86 1.70 2.40
C 2.85 -3.62 -1.89
C 2.45 0.47 -0.40
C -2.17 -3.27 1.85
H 2.79 -2.75 -3.87
H -0.66 3.03 -2.31
C -1.72 2.56 -0.50
H 0.52 1.20 -2.73
O -0.04 -0.05 0.69
N -2.24 -1.89 2.05
C -3.40 -3.81 1.67
Se 1.58 0.29 7.53
Se 0.74 -1.51 3.94
H -3.80 -4.75 1.54
H 2.89 -0.52 -0.15
H -1.99 3.62 -0.38
C -3.56 1.80 2.71
H -3.50 -0.03 -1.92
C 2.59 1.44 0.85
H 3.72 2.93 -2.55
C 3.06 1.13 -1.63
H 2.13 -4.41 -2.21
Sb 1.86 0.35 5.09
H 0.62 -2.98 -3.17
C -2.62 0.44 -1.42
H -1.22 -3.78 1.95
H 3.50 1.19 1.36
H 1.84 1.17 1.62
H 3.84 -4.10 -2.04
N -2.98 0.55 2.46
H 0.36 2.72 -0.88
H 2.84 -3.95 0.26

***

18
Properties=species:S:1:pos:R:3 method="wB97M-V/def2-TZVPD" homo_ev="-12.0625 / -12.0627" total_energy_ha=-360.358423 homo_lumo_gap_ev="6.4 / 6.4" total_charge=+1 relative_energy_ev=5.896
H -3.18 -1.78 -1.90
C -1.90 -0.35 -1.01
H 1.12 0.26 1.92
H 0.57 1.92 2.08
H 0.00 2.02 -0.25
H 2.35 -0.04 0.50
H 2.79 1.45 0.21
C 1.97 0.86 -0.03
H -2.17 0.61 -1.42
N -0.69 -0.48 -0.37
H 2.02 0.53 -1.11
N 0.39 0.99 1.80
C 0.60 1.19 0.29
N -1.33 -2.45 -0.96
H 0.64 -2.08 -0.17
C -2.31 -1.59 -1.42
H -0.50 0.68 2.24
C -0.35 -1.75 -0.40